[1]
# C6H15NO

C6H15NO in the gas phase (wB97M-V/def2-TZVPD, the Open Molecules 2025 dataset).

CARTESIAN COORDINATES (ANGSTROEM)
C  -0.14438  -1.39742  -2.52534
C  0.04254  -1.09583  -1.04402
C  -0.56666  0.24490  -0.79792
C  -0.51269  0.80331  0.76943
C  -1.40487  -0.20545  1.50314
O  -1.18274  -0.14710  2.88160
N  0.83967  0.66838  1.39178
C  1.98709  1.36682  0.76030
H  -1.24814  -1.48988  -2.61183
H  0.19349  -0.56550  -3.18030
H  0.33409  -2.32050  -2.83837
H  -0.17385  -1.97242  -0.41139
H  1.22236  -1.05556  -0.78840
H  -0.08489  0.92159  -1.48460
H  -1.61802  0.35894  -0.97802
H  -0.72165  1.85202  0.54804
H  -2.48207  0.26361  1.29084
H  -1.47052  -1.23255  1.19278
H  -1.20444  0.82845  3.08819
H  1.13871  -0.30274  1.40801
H  2.14491  1.19579  -0.28886
H  2.89237  0.87862  1.14342
H  2.01968  2.40253  0.97153

Maximum force, eV Å⁻¹: 5.5
ΔE to the lowest compared entry with this formula, charge and spin, kcal per mole: 66.5
SMILES: CCC[C@@H](CO)NC
Orbital gap, eV: 9.59
Electronic energy, eV: -10000.875

Which charges does Mulliken predict for the atoms? In e, they are: atom 1 (C): -1.2891, atom 2 (C): -0.0652, atom 3 (C): -1.0968, atom 4 (C): -0.0609, atom 5 (C): -0.6146, atom 6 (O): -0.5258, atom 7 (N): -0.2774, atom 8 (C): -1.0466, atom 9 (H): 0.2971, atom 10 (H): 0.2950, atom 11 (H): 0.3813, atom 12 (H): 0.3344, atom 13 (H): 0.1417, atom 14 (H): 0.4388, atom 15 (H): 0.4966, atom 16 (H): 0.3783, atom 17 (H): 0.2465, atom 18 (H): 0.3699, atom 19 (H): 0.3239, atom 20 (H): 0.2543, atom 21 (H): 0.3520, atom 22 (H): 0.3376, atom 23 (H): 0.3289



[2]
# C3H8N3

A gas-phase ion, C3H8N3 (charge +1) (wB97M-V/def2-TZVPD, the Open Molecules 2025 dataset).

CARTESIAN COORDINATES (ANGSTROEM)
C  -1.56532  -0.56043  -0.34332
C  -0.66006  -1.37508  0.20923
C  0.35800  0.79308  0.21831
N  -1.10993  0.67501  -0.45971
N  1.47618  0.99810  -0.62923
N  0.54273  -0.75186  0.69277
H  -2.55084  -0.94937  -0.59678
H  -0.59886  -2.50743  0.41863
H  0.32703  1.38625  1.15233
H  -1.80735  1.41654  -0.52091
H  2.19658  1.63798  -0.38621
H  1.23203  1.15924  -1.58906
H  0.65956  -0.82633  1.72419
H  1.50026  -1.09572  0.10976

Maximum force, eV Å⁻¹: 10.6
⟨S²⟩: 2.007
ΔE to the lowest compared entry with this formula, charge and spin, kcal per mole: 35.3
Orbital gap (spin up / spin down), eV: 5.64 / 9.37
Charge: +1
Electronic energy, eV: -7698.528
Multiplicity: 3

Which charges does Mulliken predict for the atoms? In e, they are: atom 1 (C): -0.3956, atom 2 (C): -0.4105, atom 3 (C): 0.0387, atom 4 (N): -0.2630, atom 5 (N): -0.5437, atom 6 (N): -0.2649, atom 7 (H): 0.4611, atom 8 (H): 0.4109, atom 9 (H): 0.4255, atom 10 (H): 0.2687, atom 11 (H): 0.2350, atom 12 (H): 0.2488, atom 13 (H): 0.3617, atom 14 (H): 0.4274



[3]
# BCdH20O12P

A molecular structure, BCdH20O12P (wB97M-V/def2-TZVPD, the Open Molecules 2025 dataset).

CARTESIAN COORDINATES (ANGSTROEM)
Cd  1.40980  -0.15743  0.42989
P  3.59525  0.49384  -0.78017
O  4.01889  -0.25080  -2.04560
O  4.76300  1.52784  -0.72236
O  3.40127  -0.41643  0.43806
O  2.14517  1.04737  -0.84997
B  -0.82454  0.11323  0.16004
H  -0.88011  1.12831  -0.20157
H  -0.26937  0.02724  1.08126
H  -1.82040  -0.27389  0.31051
H  -0.32949  -0.41179  -0.64216
O  1.59898  1.33067  2.01117
H  2.18704  1.50954  2.74495
H  1.03968  2.10561  1.95744
O  -3.81065  0.65858  1.29489
H  -3.46070  1.42053  1.75663
H  -3.04188  0.23627  0.91163
O  1.45132  -1.82164  -0.85245
H  0.80394  -2.28036  -1.38790
H  2.29415  -2.05881  -1.23925
O  -0.88072  -2.25914  -3.78235
H  -0.35681  -2.12456  -4.57206
H  -0.96176  -1.38688  -3.39657
O  -1.54563  0.17165  -2.45331
H  -1.01171  0.92287  -2.71180
H  -1.39318  0.08117  -1.51268
O  -3.27145  2.19464  -1.13964
H  -3.97196  1.83072  -0.59826
H  -2.61234  1.50153  -1.17702
O  -0.99587  -0.30300  3.48638
H  -0.90284  0.60645  3.77006
H  -0.72429  -0.29708  2.56854
O  1.43079  -1.37602  2.07872
H  2.01848  -2.12412  2.18453
H  0.90802  -1.36623  2.88050

Maximum force, eV Å⁻¹: 8.2
⟨S²⟩: 0.760
Orbital gap (spin up / spin down), eV: 6.20 / 4.85
Charge: -1
Electronic energy, eV: -39422.590
Multiplicity: 2

Which charges does Mulliken predict for the atoms? In e, they are: atom 1 (Cd): 0.0317, atom 2 (P): 0.8301, atom 3 (O): -0.6870, atom 4 (O): -0.7781, atom 5 (O): -0.5514, atom 6 (O): -0.4887, atom 7 (B): 1.2082, atom 8 (H): -0.1277, atom 9 (H): -0.4796, atom 10 (H): -0.1285, atom 11 (H): 0.2056, atom 12 (O): -0.2959, atom 13 (H): 0.2368, atom 14 (H): 0.2439, atom 15 (O): -0.7788, atom 16 (H): 0.2821, atom 17 (H): 0.2422, atom 18 (O): -0.4191, atom 19 (H): 0.2479, atom 20 (H): 0.2836, atom 21 (O): -0.6470, atom 22 (H): 0.3058, atom 23 (H): 0.3922, atom 24 (O): -0.8736, atom 25 (H): 0.3753, atom 26 (H): 0.3916, atom 27 (O): -0.6969, atom 28 (H): 0.3328, atom 29 (H): 0.2739, atom 30 (O): -0.6861, atom 31 (H): 0.3209, atom 32 (H): 0.2682, atom 33 (O): -0.3724, atom 34 (H): 0.2547, atom 35 (H): 0.2829



[4]
# C9H29O8

5 unconnected molecules or ions with the total composition C9H29O8 (wB97M-V/def2-TZVPD, the Open Molecules 2025 dataset).

CARTESIAN COORDINATES (ANGSTROEM)
O  -0.74700  -1.04135  0.15967
H  0.15800  -1.32335  0.15067
H  -0.67600  -0.45835  -0.69833
H  -0.95900  -0.76635  0.96567
C  1.96000  1.08965  2.05067
C  0.78600  0.48565  2.71567
O  0.74300  -0.87135  2.42067
O  1.99900  2.50965  1.91967
H  1.62000  0.87665  0.97967
H  2.83000  0.80365  2.53767
H  -0.04900  1.00865  2.49367
H  1.06200  0.64065  3.76667
H  1.46900  -1.33035  2.91667
H  2.02900  2.92765  2.71367
C  2.66900  -1.18935  -1.22533
C  3.95800  -0.87635  -0.36833
O  4.75900  -0.07235  -1.11733
O  1.81400  -1.99635  -0.39933
H  2.84900  -1.63535  -2.17933
H  2.03700  -0.13235  -1.47033
H  4.37400  -1.87135  -0.12433
H  3.65100  -0.53735  0.55867
H  5.44500  0.22265  -0.42133
H  2.18000  -2.93935  -0.44133
C  -3.90800  -0.53135  0.83067
C  -3.62400  -1.02335  2.27367
O  -2.24400  -1.36335  2.40367
O  -3.12400  0.52865  0.42067
H  -4.97600  -0.15135  0.83967
H  -3.77100  -1.27835  0.30167
H  -4.39100  -1.83035  2.46367
H  -3.80900  -0.13635  2.95967
H  -1.85200  -1.24535  3.28967
H  -3.69600  1.21265  0.59867
C  0.07700  1.36965  -3.71433
C  -0.96500  1.34065  -2.58033
C  -2.04800  0.26765  -2.82833
O  -0.31000  1.16365  -1.40733
H  0.56400  0.42765  -3.60633
H  0.75100  2.17865  -3.32933
H  -0.28400  1.57565  -4.73533
H  -1.47200  2.10965  -2.31033
H  -1.49900  -0.62135  -2.74633
H  -2.66000  0.43265  -3.64333
H  -2.84400  0.05565  -2.03233
H  0.12400  1.99465  -1.35233

Maximum force, eV Å⁻¹: 9.1
ΔE to the lowest compared entry with this formula, charge and spin, kcal per mole: 0.0
Orbital gap, eV: 10.74
Charge: +1
Electronic energy, eV: -26170.568

Which charges does Mulliken predict for the atoms? In e, they are: atom 1 (O): -0.1026, atom 2 (H): 0.4927, atom 3 (H): 0.2932, atom 4 (H): 0.2241, atom 5 (C): -0.2514, atom 6 (C): -0.7403, atom 7 (O): -0.5728, atom 8 (O): -0.5388, atom 9 (H): 0.0403, atom 10 (H): 0.4873, atom 11 (H): 0.4582, atom 12 (H): 0.5004, atom 13 (H): 0.3346, atom 14 (H): 0.2709, atom 15 (C): -0.1258, atom 16 (C): -0.2944, atom 17 (O): -0.5105, atom 18 (O): -0.5715, atom 19 (H): 0.5342, atom 20 (H): -0.0596, atom 21 (H): 0.3004, atom 22 (H): 0.1221, atom 23 (H): 0.3689, atom 24 (H): 0.3055, atom 25 (C): -0.8009, atom 26 (C): -0.3453, atom 27 (O): -0.4820, atom 28 (O): -0.3666, atom 29 (H): 0.4787, atom 30 (H): 0.4305, atom 31 (H): 0.2880, atom 32 (H): 0.3018, atom 33 (H): 0.2696, atom 34 (H): 0.2747, atom 35 (C): -0.9190, atom 36 (C): -0.0440, atom 37 (C): -1.3729, atom 38 (O): -0.5711, atom 39 (H): 0.2272, atom 40 (H): 0.3320, atom 41 (H): 0.3819, atom 42 (H): 0.6655, atom 43 (H): 0.4866, atom 44 (H): 0.4518, atom 45 (H): 0.0752, atom 46 (H): 0.2734



[5]
# C5H11O3Pd

A molecular structure, C5H11O3Pd (wB97M-V/def2-TZVPD, the Open Molecules 2025 dataset).

CARTESIAN COORDINATES (ANGSTROEM)
O  -3.01050  -0.40636  -1.47915
C  -3.05187  -0.38244  -0.12118
C  -2.09196  0.62529  0.51767
O  -0.72809  0.38861  0.13820
C  0.30296  0.47860  1.10342
C  1.48579  -0.29128  0.56915
O  1.67826  0.08487  -0.79348
C  2.91905  -0.34100  -1.34529
Pd  -0.10762  0.23635  -1.55981
H  -2.83643  -1.37954  0.34379
H  -4.04445  -0.08561  0.31060
H  -2.14334  0.60600  1.61939
H  -2.29523  1.62385  0.10514
H  -0.00982  0.04843  2.06318
H  0.54943  1.54394  1.22957
H  1.31017  -1.37683  0.61850
H  2.38237  -0.04520  1.15541
H  2.91860  -0.06613  -2.40513
H  3.74355  0.16812  -0.82891
H  3.02915  -1.42967  -1.24105

Maximum force, eV Å⁻¹: 9.4
⟨S²⟩: 3.758
ΔE to the lowest compared entry with this formula, charge and spin, kcal per mole: 0.0
Orbital gap (spin up / spin down), eV: 4.48 / 5.99
Electronic energy, eV: -14977.001
Multiplicity: 4

Which charges does Mulliken predict for the atoms? In e, they are: atom 1 (O): -0.2166, atom 2 (C): -0.4120, atom 3 (C): -0.4674, atom 4 (O): -0.2907, atom 5 (C): -0.3205, atom 6 (C): -0.4852, atom 7 (O): -0.0975, atom 8 (C): -0.8399, atom 9 (Pd): -0.3241, atom 10 (H): 0.2551, atom 11 (H): 0.3515, atom 12 (H): 0.3802, atom 13 (H): 0.2574, atom 14 (H): 0.3730, atom 15 (H): 0.2444, atom 16 (H): 0.3015, atom 17 (H): 0.4141, atom 18 (H): 0.3074, atom 19 (H): 0.2665, atom 20 (H): 0.3028



[6]
# C4H23N2O8S

8 unconnected molecules or ions with the total composition C4H23N2O8S (wB97M-V/def2-TZVPD, the Open Molecules 2025 dataset).

CARTESIAN COORDINATES (ANGSTROEM)
C  -0.89972  2.15055  0.36792
N  0.18471  1.22374  0.55757
C  0.34076  0.22999  -0.57159
C  -0.96106  -0.56514  -0.82750
S  -0.54181  -1.95809  -2.04677
C  1.50705  -0.57866  -0.06686
N  2.32819  -1.05191  -1.04821
O  1.75128  -0.60397  1.08814
H  -0.75763  3.05326  0.94747
H  -1.06431  2.58692  -0.59448
H  -1.91756  1.92142  0.39429
H  -0.04154  0.51431  1.27852
H  0.45152  0.81621  -1.54162
H  -1.58162  0.13600  -1.43375
H  -1.24134  -1.08848  0.00193
H  2.15367  -1.09556  -1.97197
H  3.02572  -1.75733  -0.89523
H  -0.50135  -0.65053  3.94762
H  -0.93527  -2.14534  3.70774
O  -1.23230  -1.28629  3.95115
H  -1.87790  -0.93316  -3.75477
H  -1.35909  0.51866  -3.26487
O  -1.59682  0.00891  -4.08798
H  -0.92939  3.55081  -2.27152
H  0.48173  3.53297  -1.68047
O  -0.32246  3.95014  -1.61272
H  1.30224  0.06974  4.39687
H  1.92208  0.00969  2.90060
O  2.02375  -0.16733  3.85357
H  3.05056  1.64555  -1.37861
H  2.16495  2.26400  -0.38008
O  2.58678  2.41948  -1.14051
H  -2.83885  -2.64433  -1.55297
H  -3.07436  -2.04554  -0.41736
O  -3.57433  -2.67405  -0.98447
H  0.43300  -3.63412  1.51992
H  0.88542  -2.37981  2.36420
O  0.65529  -3.34270  2.24680

Maximum force, eV Å⁻¹: 14.7
ΔE to the lowest compared entry with this formula, charge and spin, kcal per mole: 101.0
Orbital gap, eV: 6.93
Charge: -1
Electronic energy, eV: -34715.647

Which charges does Mulliken predict for the atoms? In e, they are: atom 1 (C): -1.1621, atom 2 (N): -0.2370, atom 3 (C): 0.3044, atom 4 (C): -1.5013, atom 5 (S): -0.6042, atom 6 (C): -0.2938, atom 7 (N): -0.2317, atom 8 (O): -0.5631, atom 9 (H): 0.3708, atom 10 (H): 0.3283, atom 11 (H): 0.4461, atom 12 (H): 0.1578, atom 13 (H): 0.4312, atom 14 (H): 0.4988, atom 15 (H): 0.5346, atom 16 (H): 0.2264, atom 17 (H): 0.2276, atom 18 (H): 0.2317, atom 19 (H): 0.3580, atom 20 (O): -0.6211, atom 21 (H): 0.3291, atom 22 (H): 0.3155, atom 23 (O): -0.6396, atom 24 (H): 0.3195, atom 25 (H): 0.3215, atom 26 (O): -0.6835, atom 27 (H): 0.2719, atom 28 (H): 0.3978, atom 29 (O): -0.6298, atom 30 (H): 0.3094, atom 31 (H): 0.3352, atom 32 (O): -0.6365, atom 33 (H): 0.3530, atom 34 (H): 0.3777, atom 35 (O): -0.6652, atom 36 (H): 0.2409, atom 37 (H): 0.3886, atom 38 (O): -0.6069